Entry 1:
Computed, not measured: a cluster of 11 separate species, C60H168F2N27O15P9 in total in a non-equilibrium geometry, with wB97M-V/def2-TZVPD.

## Properties
**Maximum force**: 0.0771 Eh/bohr
**HOMO level**: -8.48 eV
**DFT total energy**: -8266.1949 Ha
**Spin multiplicity**: 1
**ΔE to the lowest compared entry with this formula, charge and spin**: 0.000 eV

Last column: Löwdin charge in e.
CARTESIAN COORDINATES (ANGSTROEM)
C (5.101, 2.401, -2.621)  -0.103
N (6.404, 2.954, -2.175)  -0.302
C (7.095, 3.796, -3.199)  -0.099
P (6.305, 3.807, -0.706)  0.546
O (5.531, 5.047, -0.469)  -0.295
N (5.562, 2.515, 0.161)  -0.284
C (6.196, 1.201, 0.270)  -0.119
C (4.997, 2.981, 1.393)  -0.127
N (7.908, 4.191, -0.493)  -0.308
C (8.057, 5.110, 0.657)  -0.090
C (8.870, 3.080, -0.525)  -0.106
H (4.347, 3.174, -2.801)  0.085
H (4.605, 1.830, -1.849)  0.031
H (5.288, 1.837, -3.542)  0.090
H (7.561, 3.195, -3.968)  0.078
H (7.981, 4.239, -2.741)  0.066
H (6.352, 4.528, -3.492)  0.084
H (6.964, 1.029, 1.046)  0.086
H (5.416, 0.464, 0.444)  0.064
H (6.633, 1.008, -0.700)  0.072
H (4.792, 4.020, 1.190)  0.059
H (4.062, 2.475, 1.615)  0.056
H (5.695, 2.738, 2.197)  0.087
H (8.871, 4.760, 1.282)  0.078
H (8.202, 6.103, 0.257)  0.082
H (7.147, 5.066, 1.268)  0.068
H (8.584, 2.418, -1.330)  0.067
H (8.853, 2.505, 0.402)  0.076
H (9.851, 3.514, -0.625)  0.084
C (-5.414, 1.469, -3.131)  -0.078
N (-6.639, 0.763, -3.614)  -0.293
C (-7.463, 1.447, -4.620)  -0.096
P (-7.271, -0.605, -2.950)  0.503
O (-8.303, -1.138, -3.868)  -0.300
N (-5.896, -1.410, -2.484)  -0.283
C (-5.014, -1.658, -3.693)  -0.078
C (-6.044, -2.577, -1.543)  -0.071
N (-7.976, -0.556, -1.380)  -0.309
C (-7.303, 0.402, -0.478)  -0.121
C (-9.438, -0.465, -1.344)  -0.120
H (-4.934, 0.872, -2.366)  0.060
H (-5.739, 2.384, -2.658)  0.078
H (-4.758, 1.535, -3.983)  0.061
H (-7.739, 2.468, -4.342)  0.075
H (-8.397, 0.924, -4.788)  0.069
H (-6.929, 1.619, -5.553)  0.072
H (-5.081, -0.767, -4.285)  0.053
H (-3.957, -1.867, -3.511)  0.066
H (-5.365, -2.531, -4.240)  0.079
H (-5.008, -2.864, -1.317)  0.069
H (-6.615, -2.295, -0.668)  0.063
H (-6.504, -3.395, -2.091)  0.081
H (-7.592, 0.142, 0.538)  0.079
H (-6.234, 0.198, -0.499)  0.062
H (-7.527, 1.433, -0.732)  0.076
H (-9.808, 0.556, -1.404)  0.074
H (-9.828, -0.882, -0.409)  0.081
H (-9.854, -0.985, -2.189)  0.060
C (-4.803, 5.703, -4.091)  -0.128
N (-3.844, 6.200, -5.077)  -0.268
C (-3.438, 7.611, -4.986)  -0.096
P (-2.621, 5.137, -5.621)  0.498
O (-1.902, 5.817, -6.716)  -0.287
N (-1.526, 4.514, -4.567)  -0.275
C (-2.091, 3.991, -3.286)  -0.075
C (-0.325, 5.319, -4.454)  -0.102
N (-3.564, 3.754, -5.854)  -0.286
C (-4.399, 4.108, -7.059)  -0.117
C (-2.889, 2.420, -6.022)  -0.091
H (-5.014, 4.644, -4.191)  0.049
H (-5.796, 6.147, -4.134)  0.080
H (-4.460, 5.823, -3.044)  0.063
H (-3.607, 8.158, -4.053)  0.074
H (-3.957, 8.258, -5.645)  0.065
H (-2.354, 7.613, -5.066)  0.070
H (-3.048, 3.512, -3.443)  0.054
H (-1.371, 3.272, -2.909)  0.060
H (-2.219, 4.818, -2.580)  0.062
H (-0.455, 6.028, -3.623)  0.082
H (0.585, 4.742, -4.317)  0.085
H (-0.307, 5.951, -5.325)  0.057
H (-3.797, 4.080, -7.968)  0.084
H (-5.270, 3.453, -7.081)  0.071
H (-4.877, 5.079, -6.929)  0.071
H (-2.013, 2.442, -6.682)  0.091
H (-3.587, 1.753, -6.521)  0.079
H (-2.581, 2.071, -5.049)  0.015
C (1.564, -5.252, -2.204)  -0.092
N (1.757, -6.385, -3.169)  -0.256
C (0.821, -7.552, -3.142)  -0.102
P (2.206, -6.018, -4.735)  0.499
O (1.133, -5.951, -5.781)  -0.295
N (3.034, -4.562, -4.553)  -0.299
C (2.798, -3.514, -5.557)  -0.097
C (4.186, -4.517, -3.710)  -0.133
N (3.421, -7.078, -4.986)  -0.287
C (3.267, -8.506, -4.624)  -0.103
C (4.214, -6.703, -6.236)  -0.050
H (1.021, -4.381, -2.536)  0.056
H (2.523, -5.089, -1.743)  0.054
H (0.934, -5.630, -1.388)  0.080
H (-0.177, -7.218, -2.885)  0.071
H (1.150, -8.353, -2.485)  0.076
H (0.829, -8.003, -4.126)  0.054
H (2.705, -2.489, -5.225)  0.065
H (3.551, -3.495, -6.365)  0.082
H (1.842, -3.699, -6.020)  0.060
H (4.240, -5.412, -3.104)  0.074
H (5.126, -4.440, -4.259)  0.083
H (4.217, -3.643, -3.057)  0.078
H (3.087, -8.699, -3.563)  0.070
H (2.496, -9.045, -5.215)  0.092
H (4.234, -8.960, -4.767)  0.074
H (5.258, -6.903, -6.038)  0.080
H (4.155, -5.644, -6.383)  0.044
H (3.768, -7.234, -7.078)  0.087
C (-3.218, 8.242, 1.362)  -0.106
N (-2.374, 7.279, 0.616)  -0.306
C (-2.743, 6.999, -0.775)  -0.129
P (-0.722, 7.612, 0.833)  0.563
O (0.023, 8.788, 0.322)  -0.299
N (-0.719, 7.652, 2.507)  -0.286
C (0.444, 8.341, 3.143)  -0.084
C (-1.395, 6.653, 3.310)  -0.136
N (-0.086, 6.193, 0.049)  -0.281
C (1.374, 6.322, 0.136)  -0.123
C (-0.691, 4.901, 0.464)  -0.089
H (-4.114, 8.446, 0.799)  0.074
H (-2.760, 9.166, 1.698)  0.085
H (-3.668, 7.743, 2.208)  0.062
H (-3.532, 6.264, -0.868)  0.073
H (-1.890, 6.605, -1.306)  0.043
H (-2.941, 7.942, -1.298)  0.090
H (1.309, 7.727, 3.435)  0.079
H (0.807, 8.988, 2.351)  0.061
H (0.069, 8.888, 3.996)  0.074
H (-2.238, 6.205, 2.798)  0.062
H (-0.700, 5.823, 3.508)  0.051
H (-1.737, 7.043, 4.288)  0.094
H (1.774, 6.145, 1.136)  0.074
H (1.803, 5.766, -0.688)  0.085
H (1.680, 7.355, 0.050)  0.061
H (-0.458, 4.116, -0.252)  0.064
H (-1.727, 5.166, 0.586)  0.053
H (-0.250, 4.619, 1.434)  0.058
C (-1.939, 3.111, 4.017)  -0.092
N (-1.452, 2.811, 5.388)  -0.273
C (-1.408, 3.914, 6.412)  -0.089
P (-0.209, 1.685, 5.276)  0.503
O (-0.548, 0.511, 4.422)  -0.308
N (1.219, 2.248, 4.642)  -0.271
C (1.432, 1.880, 3.229)  -0.113
C (1.654, 3.604, 5.156)  -0.055
N (0.227, 1.557, 6.915)  -0.279
C (-0.945, 0.918, 7.658)  -0.093
C (1.389, 0.634, 7.036)  -0.129
H (-2.902, 3.560, 4.157)  0.080
H (-2.052, 2.190, 3.434)  0.067
H (-1.194, 3.682, 3.432)  0.056
H (-0.814, 3.563, 7.241)  0.059
H (-2.420, 4.140, 6.764)  0.083
H (-0.978, 4.827, 6.020)  0.057
H (0.887, 0.984, 2.959)  0.045
H (1.154, 2.653, 2.508)  0.072
H (2.491, 1.786, 3.001)  0.058
H (2.517, 3.993, 4.629)  0.080
H (0.869, 4.310, 4.943)  0.043
H (1.872, 3.510, 6.210)  0.073
H (-1.229, -0.070, 7.293)  0.075
H (-0.602, 1.044, 8.679)  0.084
H (-1.860, 1.477, 7.499)  0.062
H (2.183, 0.962, 6.386)  0.063
H (1.155, -0.395, 6.771)  0.072
H (1.665, 0.506, 8.062)  0.072
C (1.374, -1.992, -0.783)  -0.060
N (1.343, -0.521, -1.082)  -0.288
C (2.539, 0.325, -0.827)  -0.086
P (-0.070, 0.298, -1.349)  0.492
O (0.092, 1.756, -1.154)  -0.288
N (-0.500, -0.331, -2.833)  -0.263
C (-1.655, 0.394, -3.342)  -0.128
C (0.608, -0.611, -3.768)  -0.087
N (-1.303, -0.257, -0.390)  -0.271
C (-1.916, -1.618, -0.501)  -0.087
C (-1.325, 0.389, 0.912)  -0.111
H (2.239, -2.370, -1.330)  0.077
H (0.430, -2.390, -1.140)  0.049
H (1.446, -2.277, 0.280)  0.075
H (2.922, 0.106, 0.177)  0.067
H (2.244, 1.369, -0.816)  0.066
H (3.347, 0.057, -1.493)  0.065
H (-2.367, 0.660, -2.571)  0.074
H (-1.307, 1.328, -3.792)  0.058
H (-2.227, -0.144, -4.091)  0.078
H (0.243, -1.256, -4.575)  0.078
H (1.051, 0.237, -4.292)  0.089
H (1.349, -1.238, -3.293)  0.055
H (-1.529, -2.363, 0.231)  0.083
H (-3.004, -1.581, -0.424)  0.069
H (-1.694, -1.995, -1.487)  0.034
H (-0.911, 1.387, 0.834)  0.063
H (-0.927, -0.255, 1.678)  0.063
H (-2.360, 0.467, 1.251)  0.080
C (-5.818, -3.241, 4.580)  -0.106
N (-4.868, -3.755, 5.546)  -0.300
C (-5.254, -3.725, 7.000)  -0.079
P (-3.822, -4.952, 5.143)  0.479
O (-4.181, -6.395, 5.072)  -0.311
N (-3.344, -4.461, 3.688)  -0.284
C (-2.843, -5.568, 2.828)  -0.072
C (-3.236, -3.089, 3.226)  -0.105
N (-2.632, -4.831, 6.375)  -0.277
C (-1.824, -3.616, 6.243)  -0.127
C (-1.815, -6.060, 6.479)  -0.114
H (-5.712, -2.173, 4.375)  0.081
H (-6.742, -3.461, 5.111)  0.080
H (-5.711, -3.702, 3.592)  0.085
H (-5.253, -2.742, 7.483)  0.081
H (-4.542, -4.279, 7.579)  0.058
H (-6.256, -4.158, 7.101)  0.082
H (-3.359, -5.646, 1.861)  0.087
H (-1.783, -5.449, 2.567)  0.062
H (-2.973, -6.493, 3.359)  0.058
H (-2.204, -2.998, 2.878)  0.060
H (-3.803, -2.941, 2.299)  0.086
H (-3.470, -2.384, 4.004)  0.070
H (-1.323, -3.369, 7.178)  0.080
H (-1.119, -3.591, 5.421)  0.060
H (-2.442, -2.727, 6.147)  0.067
H (-1.278, -6.106, 7.436)  0.080
H (-1.037, -6.132, 5.732)  0.061
H (-2.447, -6.945, 6.417)  0.071
C (0.835, -4.210, 3.371)  -0.110
N (2.052, -4.095, 2.481)  -0.269
C (2.120, -5.003, 1.318)  -0.104
P (3.570, -3.746, 3.080)  0.532
O (4.477, -3.439, 1.954)  -0.278
N (3.054, -2.554, 4.212)  -0.278
C (4.128, -2.106, 5.126)  -0.112
C (2.381, -1.402, 3.551)  -0.094
N (4.192, -4.974, 4.009)  -0.298
C (3.266, -5.641, 4.938)  -0.092
C (5.607, -5.208, 4.085)  -0.113
H (0.053, -3.561, 2.971)  0.061
H (1.046, -3.837, 4.365)  0.052
H (0.454, -5.211, 3.559)  0.067
H (2.035, -6.039, 1.647)  0.084
H (3.047, -4.775, 0.800)  0.065
H (1.258, -4.738, 0.703)  0.064
H (3.769, -1.671, 6.046)  0.068
H (4.613, -2.911, 5.678)  0.067
H (4.875, -1.484, 4.621)  0.089
H (2.904, -1.067, 2.657)  0.073
H (1.398, -1.775, 3.276)  0.060
H (2.335, -0.600, 4.292)  0.067
H (2.567, -6.219, 4.342)  0.067
H (3.655, -6.408, 5.611)  0.087
H (2.753, -4.934, 5.599)  0.077
H (6.154, -4.626, 3.355)  0.057
H (5.810, -6.231, 3.786)  0.084
H (6.003, -4.967, 5.072)  0.082
O (9.792, -0.716, -0.180)  0.206
C (8.800, -1.257, 0.111)  -0.504
O (8.184, -1.229, 1.356)  0.036
C (6.996, -1.996, 1.347)  -0.080
C (6.828, -2.284, -0.160)  -0.371
F (5.812, -1.624, -0.769)  0.052
O (8.029, -2.050, -0.711)  0.154
H (7.150, -2.940, 1.866)  0.119
H (6.225, -1.444, 1.843)  0.112
H (6.484, -3.317, -0.221)  0.160
O (-1.488, -4.193, -2.555)  0.179
C (-1.726, -4.637, -3.606)  -0.571
O (-2.008, -5.886, -3.920)  0.085
C (-2.149, -6.053, -5.343)  -0.038
C (-2.413, -4.633, -5.751)  -0.266
F (-3.822, -4.425, -5.765)  0.010
O (-1.914, -3.843, -4.717)  0.118
H (-1.213, -6.348, -5.819)  0.113
H (-2.946, -6.721, -5.642)  0.145
H (-1.991, -4.388, -6.716)  0.168

=====

Entry 2:
Computed, not measured: a cluster of 7 separate species, C37H72BrCl12N3O5P3 in total in a non-equilibrium geometry, with wB97M-V/def2-TZVPD.

## Properties
**Maximum force**: 0.0576 Eh/bohr
**Charge**: +1
**HOMO level**: -11.52 eV
**DFT total energy**: -11113.5142 Ha
**Spin multiplicity**: 1

Last column: Löwdin charge in e.
CARTESIAN COORDINATES (ANGSTROEM)
C (-2.062, -5.369, 1.189)  -0.083
C (-1.164, -4.932, 0.029)  -0.292
O (0.136, -5.479, 0.111)  -0.141
C (0.796, -5.251, -1.124)  -0.184
C (2.299, -5.578, -1.009)  -0.162
O (3.062, -4.778, -1.886)  -0.122
C (3.615, -3.638, -1.276)  -0.168
C (2.698, -2.434, -1.621)  -0.177
O (3.427, -1.227, -1.775)  -0.172
C (2.551, -0.122, -1.808)  -0.277
C (3.107, 1.025, -0.946)  -0.619
Br (4.936, 1.326, -1.661)  0.927
C (2.397, 2.360, -1.174)  -0.243
N (1.140, 2.551, -0.379)  -0.397
P (0.580, 4.226, -0.850)  0.785
N (0.346, 4.359, -2.384)  -0.241
P (-0.235, 1.400, -0.846)  1.003
C (-0.323, 1.220, -2.676)  -0.304
C (-1.844, 2.005, -0.190)  -0.256
C (1.500, 2.453, 1.091)  -0.399
O (0.419, 2.733, 1.912)  -0.108
C (0.386, 4.079, 2.456)  -0.165
C (-0.257, 4.186, 3.842)  -0.291
C (-1.085, 5.504, 3.974)  -0.037
C (0.666, 4.049, 5.088)  -0.357
C (0.606, 2.639, 5.775)  -0.063
C (2.129, 4.479, 4.883)  -0.071
C (1.987, 1.010, 1.388)  -0.286
P (2.330, 0.735, 3.189)  0.786
O (3.078, -0.536, 3.412)  -0.397
C (3.235, 0.569, 0.556)  -0.237
C (4.544, 0.893, 1.247)  -0.300
C (4.927, 2.174, 1.654)  -0.078
C (6.128, 2.446, 2.310)  -0.123
N (6.995, 1.481, 2.605)  0.080
C (6.624, 0.259, 2.241)  -0.123
C (5.466, -0.122, 1.566)  -0.009
H (-2.625, -4.495, 1.543)  -0.020
H (-1.515, -5.758, 2.050)  0.088
H (-2.821, -6.096, 0.887)  0.041
H (-1.662, -5.180, -0.919)  0.117
H (-1.066, -3.832, 0.069)  0.100
H (0.631, -4.224, -1.481)  0.111
H (0.330, -5.933, -1.841)  0.086
H (2.419, -6.615, -1.341)  0.129
H (2.623, -5.553, 0.036)  0.129
H (4.649, -3.456, -1.576)  0.134
H (3.624, -3.714, -0.181)  0.124
H (1.938, -2.378, -0.830)  0.122
H (2.251, -2.679, -2.594)  0.139
H (1.579, -0.454, -1.429)  0.083
H (2.479, 0.224, -2.846)  0.130
H (2.249, 2.530, -2.240)  0.108
H (3.087, 3.148, -0.845)  0.105
H (-0.604, 4.486, -0.145)  0.021
H (1.612, 5.064, -0.346)  0.057
H (1.009, 5.069, -2.742)  -0.142
H (-0.475, 0.184, -2.956)  -0.002
H (-1.204, 1.765, -3.024)  0.035
H (0.526, 1.630, -3.223)  0.035
H (-1.867, 1.885, 0.892)  0.045
H (-2.580, 1.299, -0.590)  0.008
H (-2.165, 2.997, -0.517)  0.039
H (2.364, 3.111, 1.228)  0.128
H (1.351, 4.592, 2.374)  0.121
H (-0.280, 4.649, 1.791)  0.074
H (-0.994, 3.377, 3.902)  0.133
H (-1.987, 5.249, 4.533)  0.089
H (-1.428, 5.837, 2.992)  0.072
H (-0.532, 6.267, 4.517)  0.083
H (0.261, 4.728, 5.843)  0.120
H (-0.124, 1.990, 5.293)  0.060
H (1.609, 2.211, 5.802)  0.052
H (0.312, 2.759, 6.820)  0.081
H (2.749, 4.109, 5.703)  0.086
H (2.589, 4.112, 3.960)  0.044
H (2.233, 5.569, 4.865)  0.086
H (1.198, 0.284, 1.172)  0.098
H (3.001, 1.848, 3.732)  0.033
H (1.039, 0.568, 3.738)  0.035
H (3.184, -0.522, 0.512)  0.135
H (4.274, 3.020, 1.439)  0.094
H (6.383, 3.454, 2.614)  0.110
H (7.311, -0.541, 2.507)  0.114
H (5.273, -1.154, 1.307)  0.123
Cl (1.945, 6.760, -3.580)  0.606
C (1.026, 8.295, -3.645)  -0.609
C (0.540, 8.603, -5.038)  -0.673
Cl (1.878, 8.998, -6.141)  0.552
H (1.669, 9.083, -3.262)  0.073
H (0.176, 8.185, -2.974)  0.078
H (-0.118, 9.470, -5.011)  0.033
H (-0.011, 7.767, -5.463)  0.076
Cl (-2.877, -0.521, -2.517)  0.624
C (-2.563, -1.670, -1.180)  -0.634
C (-3.721, -2.609, -0.954)  -0.649
Cl (-5.140, -1.755, -0.302)  0.561
H (-2.342, -1.092, -0.284)  0.059
H (-1.673, -2.237, -1.452)  0.060
H (-3.441, -3.369, -0.225)  0.040
H (-4.017, -3.106, -1.874)  0.081
Cl (-4.530, -3.681, 2.821)  0.573
C (-5.108, -4.871, 4.020)  -0.630
C (-5.445, -6.196, 3.384)  -0.662
Cl (-6.880, -6.091, 2.336)  0.542
H (-5.968, -4.441, 4.528)  0.069
H (-4.309, -5.003, 4.747)  0.075
H (-5.668, -6.928, 4.159)  0.076
H (-4.618, -6.572, 2.785)  0.055
Cl (-1.392, -7.675, -3.350)  0.550
C (-1.154, -8.666, -1.885)  -0.652
C (-2.402, -9.414, -1.493)  -0.650
Cl (-3.678, -8.311, -0.917)  0.538
H (-0.824, -8.007, -1.084)  0.055
H (-0.351, -9.369, -2.105)  0.077
H (-2.180, -10.098, -0.676)  0.075
H (-2.804, -9.990, -2.323)  0.068
Cl (-5.661, -9.877, 1.488)  0.516
C (-6.858, -10.870, 0.620)  -0.654
C (-6.375, -12.283, 0.416)  -0.658
Cl (-5.011, -12.367, -0.729)  0.536
H (-7.073, -10.383, -0.328)  0.071
H (-7.766, -10.873, 1.220)  0.074
H (-7.178, -12.889, -0.001)  0.074
H (-6.054, -12.733, 1.353)  0.068
Cl (-1.008, 10.843, -7.264)  0.556
C (-0.262, 12.447, -7.479)  -0.643
C (0.574, 12.841, -6.288)  -0.663
Cl (-0.420, 13.149, -4.840)  0.533
H (-1.057, 13.163, -7.669)  0.070
H (0.368, 12.390, -8.365)  0.077
H (1.114, 13.760, -6.507)  0.075
H (1.297, 12.067, -6.040)  0.043

=====

Entry 3:
Computed, not measured: a structure of composition CH2Br3NO2S in a non-equilibrium geometry, with wB97M-V/def2-TZVPD.

## Properties
**Maximum force**: 0.0972 Eh/bohr
**HOMO level (alpha / beta)**: -6.49 / -10.48 eV
**DFT total energy**: -8364.5614 Ha
**Spin multiplicity**: 3
**⟨S²⟩**: 2.008

Last column: Löwdin spin population.
CARTESIAN COORDINATES (ANGSTROEM)
C (-0.087, -1.486, 0.256)  0.601
N (-0.306, 1.611, -0.816)  0.218
O (-0.012, 0.819, 1.683)  0.157
O (1.873, 0.827, 0.103)  0.181
S (0.480, 0.676, 0.360)  0.398
Br (1.121, -1.987, 1.496)  0.158
Br (0.151, -2.366, -1.378)  0.134
Br (-1.792, -1.388, 0.894)  0.137
H (-1.309, 1.684, -0.774)  0.008
H (-0.117, 1.610, -1.824)  0.008